Entry from OMol25: a 4-piece molecular cluster, C3H14O3S2 overall (ωB97M-V with the def2-TZVPD basis set).

Computed properties:
Structure (SMILES): CCCSS.O.O.O
Relative energy (zero: lowest compared OMol25 entry of this formula, charge and spin) in kJ/mol: 234.9
E_HOMO in Eh: -0.307

Positions of all 22 atoms, in Å:
C  -1.72209  1.95109  0.24614
C  -1.84070  2.94629  1.38701
C  -2.12400  0.53634  0.71296
S  -1.61483  -0.89582  -0.31790
S  -1.60604  -1.99816  -2.12508
H  -2.41102  2.19095  -0.57004
H  -0.77829  1.81080  -0.27954
H  -1.39781  2.48788  2.27402
H  -2.85144  3.27465  1.60243
H  -1.18507  3.79012  1.16987
H  -1.55180  0.44526  1.64136
H  -3.15203  0.39068  1.01866
H  -2.85800  -1.76641  -2.57052
H  3.87973  -4.13020  0.25805
H  3.98788  -3.63074  -1.21547
O  4.22184  -4.35137  -0.60810
H  2.27398  0.53659  1.94428
H  2.88921  0.82171  0.53555
O  2.10475  0.89321  1.07756
H  1.78984  -2.27819  -2.63894
H  1.63273  -1.30047  -1.49746
O  2.31316  -1.72420  -2.04485

Results of the natural (NBO) charge analysis, in e, for atoms 1 through 5: C -0.42; C -0.61; C -0.45; S -0.09; S -0.07

Entry from OMol25: an isolated ion of composition C5H17BNO3Si and charge +1 (ωB97M-V with the def2-TZVPD basis set).

Computed properties:
Structure (SMILES): C[Si](C)(C)OCC[NH2+]B(O)O
E_HOMO in Eh: -0.490
Charge: +1

Positions of all 28 atoms, in Å:
C  2.06405  -1.32778  0.92987
Si  2.01095  0.35424  0.12561
C  2.89080  1.61105  1.15603
C  2.66783  0.24997  -1.61586
O  0.40788  0.90281  0.07420
C  -0.59977  0.19521  -0.57569
C  -1.91089  0.96581  -0.41695
N  -2.84561  0.24308  0.52346
B  -3.44165  -1.12197  -0.01070
O  -3.81192  -1.13688  -1.29912
O  -3.70607  -2.09404  0.85823
H  3.04650  -1.76227  0.72467
H  1.96997  -1.25078  2.01513
H  1.32256  -2.04416  0.56996
H  2.53814  1.57490  2.18896
H  2.70844  2.62254  0.78809
H  3.96790  1.43734  1.16015
H  2.18590  0.95919  -2.29205
H  3.73191  0.49827  -1.60422
H  2.57607  -0.74990  -2.04370
H  -0.37980  0.05202  -1.64000
H  -0.71114  -0.81451  -0.14037
H  -2.44884  1.11745  -1.34906
H  -1.69088  1.93440  0.02706
H  -2.37574  0.13757  1.42440
H  -3.65053  0.85056  0.70822
H  -3.19617  -1.27699  -2.02073
H  -3.31990  -2.12713  1.73439

Results of the natural (NBO) charge analysis, in e, for atoms 1 through 5: C -1.15; Si 1.87; C -1.14; C -1.16; O -0.86

Entry from OMol25: C45H112BeN7O15 as an isolated structure (ωB97M-V with the def2-TZVPD basis set).

Computed properties:
Relative energy (zero: lowest compared OMol25 entry of this formula, charge and spin) in kJ/mol: 0.0
E_HOMO in Eh: -0.350
Charge: +1

Positions of all 180 atoms, in Å:
Be  -7.85152  6.64208  -17.73096
C  -11.34298  5.26612  -15.22354
C  -10.66552  6.62619  -15.16560
C  -10.43555  7.15258  -13.75164
O  -9.54727  6.68138  -15.98487
H  -11.69237  5.03968  -16.23448
H  -12.21538  5.17751  -14.56733
H  -10.68373  4.42141  -14.99289
H  -11.41572  7.28364  -15.64880
H  -10.04632  8.16933  -13.74824
H  -9.70154  6.50422  -13.26132
H  -11.35934  7.11509  -13.16944
C  -7.91333  12.65829  -12.31051
O  -7.12488  11.61960  -11.78179
C  -6.10411  11.12742  -12.63287
C  -6.68765  10.20034  -13.71882
N  -6.54723  8.78440  -13.39040
C  -7.53731  8.39167  -12.38925
C  -7.03157  7.15656  -11.62167
O  -5.82705  7.40588  -10.90338
C  -5.94030  8.27221  -9.79266
H  -8.75321  12.76759  -11.62579
H  -8.30680  12.39105  -13.29682
H  -7.38297  13.61426  -12.35127
H  -5.42306  10.55180  -12.00527
H  -5.54292  11.96754  -13.05800
H  -6.23240  10.45345  -14.68486
H  -7.73230  10.45125  -13.90190
H  -5.59682  8.57076  -13.11434
H  -8.42692  8.08111  -12.93120
H  -7.78983  9.10395  -11.60122
H  -6.85960  6.27480  -12.23758
H  -7.76625  6.92526  -10.84041
H  -6.25513  9.26314  -10.13422
H  -4.95606  8.31880  -9.33296
H  -6.65726  7.93977  -9.03468
C  -8.69286  9.55645  -16.08631
O  -8.59846  9.10918  -17.42928
C  -9.61368  9.56604  -18.26609
C  -9.35775  9.04098  -19.67584
N  -9.30651  7.57210  -19.62942
C  -10.59057  7.04137  -19.11582
C  -10.64098  5.52156  -19.12145
O  -9.59920  4.98362  -18.34434
C  -9.51243  3.58077  -18.55522
H  -7.94216  9.09660  -15.45198
H  -9.66109  9.31452  -15.64771
H  -8.44394  10.62305  -16.03925
H  -9.61161  10.66168  -18.31414
H  -10.58697  9.29336  -17.85063
H  -8.46502  9.46959  -20.12489
H  -10.14801  9.38027  -20.35508
H  -9.21366  7.17933  -20.55682
H  -11.37077  7.40980  -19.79285
H  -10.82866  7.41931  -18.12430
H  -10.61995  5.17230  -20.15933
H  -11.57154  5.23092  -18.62595
H  -9.24039  3.36788  -19.59345
H  -10.48778  3.12030  -18.37701
H  -8.79128  3.09278  -17.90473
C  -10.17963  0.10808  -13.53151
O  -11.41267  0.47396  -12.97173
C  -11.95536  1.65594  -13.53375
C  -13.20975  1.91885  -12.70706
N  -13.83468  3.19596  -13.07057
C  -14.80320  3.61639  -12.06994
C  -15.21514  5.06601  -12.19741
O  -14.12893  5.89829  -11.82926
C  -14.41638  7.26773  -11.99768
H  -10.17584  -0.17905  -14.58959
H  -9.74348  -0.71014  -12.95967
H  -9.50365  0.97210  -13.46740
H  -12.16024  1.47245  -14.59265
H  -11.25935  2.48899  -13.38639
H  -12.91445  1.90283  -11.65504
H  -13.95459  1.19612  -13.04218
H  -13.18034  3.95852  -13.21007
H  -14.41198  3.50262  -11.05012
H  -15.72376  3.04585  -12.22139
H  -15.97979  5.26279  -11.43202
H  -15.67575  5.30768  -13.16132
H  -14.71455  7.57933  -13.00591
H  -13.53914  7.88107  -11.79627
H  -15.23423  7.52338  -11.31524
C  -8.04152  4.18263  -15.68309
O  -7.17774  5.12069  -16.29312
C  -5.89144  5.24788  -15.73404
C  -5.25104  6.36952  -16.49775
N  -6.22728  7.46787  -16.52426
C  -5.66724  8.65185  -17.12806
C  -5.31029  8.51041  -18.60347
O  -6.40205  7.92759  -19.27847
C  -6.01776  7.57655  -20.60668
H  -7.56028  3.20289  -15.80044
H  -9.00045  4.06655  -16.17847
H  -8.21950  4.39136  -14.62783
H  -5.28486  4.33814  -15.78531
H  -5.96200  5.49700  -14.66778
H  -5.07394  6.02575  -17.52166
H  -4.29653  6.68615  -16.07109
H  -6.36172  7.67792  -15.52930
H  -4.79234  9.11036  -16.64459
H  -6.34870  9.47900  -17.02441
H  -4.42205  7.89478  -18.77991
H  -5.11132  9.50186  -19.02028
H  -6.89778  7.49768  -21.22967
H  -5.40222  6.67536  -20.65081
H  -5.39928  8.37138  -21.03458
C  -12.35521  5.61243  -6.07017
O  -12.19869  6.49552  -7.14830
C  -12.11133  5.83670  -8.38716
C  -12.01447  6.79065  -9.53844
N  -10.84243  7.67450  -9.45636
C  -10.87068  8.73610  -10.45366
C  -11.86420  9.85532  -10.18113
O  -11.38057  10.67785  -9.15190
C  -12.19403  11.83941  -9.04254
H  -11.51905  4.90499  -6.05909
H  -13.31083  5.07614  -6.08168
H  -12.36028  6.13687  -5.11526
H  -12.97524  5.17603  -8.54713
H  -11.25185  5.15138  -8.37174
H  -12.93488  7.38618  -9.59875
H  -12.02465  6.17653  -10.44053
H  -10.96142  8.07083  -8.52681
H  -11.09781  8.26826  -11.41221
H  -9.86844  9.16446  -10.52246
H  -12.90947  9.53137  -10.07940
H  -11.98304  10.38241  -11.14521
H  -13.22868  11.50039  -8.93893
H  -12.06437  12.48990  -9.91165
H  -11.95252  12.42791  -8.15951
C  -10.27795  4.28082  -11.63783
O  -10.09568  2.93623  -11.27758
C  -10.34186  2.67328  -9.89905
C  -9.84076  1.28192  -9.56424
N  -10.73129  0.32117  -10.19635
C  -10.25931  -1.04885  -9.94146
C  -11.25199  -2.07889  -10.45714
O  -12.23645  -2.21380  -9.44277
C  -13.18618  -3.20790  -9.83533
H  -9.71795  4.98091  -11.00469
H  -11.33007  4.58518  -11.64112
H  -9.86199  4.43292  -12.63618
H  -11.41075  2.76667  -9.68265
H  -9.79082  3.40892  -9.30052
H  -9.99541  1.14067  -8.49108
H  -8.79084  1.16026  -9.86006
H  -10.84254  0.47726  -11.19721
H  -10.11341  -1.11619  -8.86232
H  -9.26213  -1.18190  -10.39040
H  -10.74595  -3.05475  -10.45004
H  -11.62144  -1.82163  -11.45345
H  -14.03884  -3.03449  -9.17673
H  -12.84862  -4.23580  -9.69315
H  -13.56621  -3.02633  -10.84304
C  -13.84521  6.77446  -17.42160
O  -15.10154  7.39368  -17.32386
C  -15.43759  7.75563  -15.99163
C  -16.63279  8.67082  -16.00272
N  -16.32658  10.08328  -16.29971
C  -15.71540  10.25580  -17.61440
C  -15.65891  11.71253  -18.02846
O  -16.97536  12.10573  -18.37350
C  -17.06204  13.42252  -18.87207
H  -13.11353  7.54262  -17.12284
H  -13.57735  6.52595  -18.44744
H  -13.65212  5.93080  -16.75480
H  -14.55390  8.25225  -15.56523
H  -15.60242  6.87072  -15.36750
H  -17.19065  8.69567  -15.06673
H  -17.32701  8.32445  -16.78114
H  -17.20924  10.58144  -16.36436
H  -16.19330  9.65693  -18.39665
H  -14.66355  9.96642  -17.52500
H  -14.98490  11.84355  -18.88527
H  -15.23174  12.33848  -17.23624
H  -16.71104  13.41133  -19.90814
H  -16.49485  14.15492  -18.28793
H  -18.08990  13.77910  -18.82669

Results of the Löwdin charge analysis, in e, for atoms 1 through 5: Be 0.86; C -0.05; C -0.59; C -0.05; O -0.26

| no. | E (eV) | Kohn-Sham gap (eV) | E_LUMO (eV) |
| --- | --- | --- | --- |
| 1 | -31149.0331 | 7.35 | -1.00 |
| 2 | -21645.8231 | 9.76 | -3.56 |
| 3 | -90009.5963 | 6.50 | -3.03 |